Record 1
13
Properties=species:S:1:pos:R:3 method="wB97M-V/def2-TZVPD" total_energy_ev=-9267.3252 spin_multiplicity=1 homo_energy_ev=-8.00
O 2.5638 0.3060 -0.3668
N -1.6136 1.3704 -0.8388
N -1.8037 0.4175 -0.1819
C -1.0459 -0.8718 0.0294
C 0.3532 -0.9766 -0.5262
C 1.7693 1.0729 0.4878
C 1.2975 -0.1566 -0.1139
H -2.5635 0.1868 0.4890
H 1.3043 2.0681 0.1304
H -1.6307 -1.5826 -0.5463
H -1.2105 -0.9770 1.1211
H 2.0787 1.1131 1.4532
H 0.5012 -1.9703 -1.1370



Record 2
13
Properties=species:S:1:pos:R:3 method="wB97M-V/def2-TZVPD" total_energy_ev=-9272.9687 smiles=Cc1c[nH]c(O)n1 spin_multiplicity=1 homo_energy_ev=-8.18
O -2.7539 0.5274 0.1702
N -1.1668 -1.0491 -0.5419
N -0.4657 0.9865 0.0160
C -1.4881 0.2000 -0.1243
C 0.2306 -1.0711 -0.5994
C 1.9357 0.5878 0.3574
C 0.6316 0.1739 -0.2322
H 2.2100 1.6210 0.1341
H -1.7429 -1.8647 -0.4098
H 0.7863 -1.9615 -0.8616
H -2.6868 1.4192 0.5466
H 2.7553 -0.0896 0.1086
H 1.7547 0.5203 1.4363



Record 3
13
Properties=species:S:1:pos:R:3 method="wB97M-V/def2-TZVPD" total_energy_ev=-9267.7865 spin_multiplicity=1 homo_energy_ev=-7.53
O -2.1548 0.8688 0.4013
N -1.9058 -0.5505 -0.2867
N -0.1284 -2.0422 0.2918
C 1.4800 0.9514 0.1354
C -0.5246 -0.7779 0.0555
C 0.1071 0.4218 -0.0908
C -1.1538 1.0961 -0.4240
H 2.2259 0.1593 0.0348
H -0.8171 -2.7758 0.2543
H -1.3148 1.7959 -1.2469
H 1.6088 1.4038 1.1254
H 1.7276 1.7171 -0.6052
H 0.8499 -2.2679 0.3551



The records above yield LUMO values of 0.80 0.82 0.66 eV, respectively.
The records above yield energy relative to the best compared isomer or geometry (same formula, charge and spin) values of 6.177 0.533 5.715 eV, respectively.
The records above yield HOMO-LUMO gap values of 8.80 9.00 8.19 eV, respectively.